Record 1
168
Properties=species:S:1:pos:R:3 method="wB97M-V/def2-TZVPD" de_lowest_kcal_mol=0.0 fmax_ev_per_a=5.26
C 19.444 14.844 9.277
O 19.692 14.843 10.670
C 18.489 15.016 11.439
C 17.692 13.720 11.657
O 18.268 12.862 12.606
C 19.360 12.135 12.117
C 19.768 11.081 13.110
O 18.653 10.217 13.339
C 19.079 8.956 13.905
H 20.382 14.544 8.833
H 19.027 15.808 8.963
H 18.664 14.125 8.975
H 17.917 15.823 10.967
H 18.828 15.305 12.444
H 17.506 13.237 10.681
H 16.713 14.039 12.003
H 20.185 12.834 11.940
H 19.182 11.733 11.099
H 20.029 11.627 14.032
H 20.666 10.560 12.778
H 19.559 9.110 14.884
H 19.715 8.418 13.205
H 18.226 8.300 13.979
C 26.278 10.741 16.572
O 26.549 12.138 16.634
C 26.272 12.745 15.386
C 26.540 14.235 15.567
O 25.472 14.896 16.094
C 25.683 16.258 16.320
C 24.473 16.830 17.091
O 23.314 16.605 16.275
C 22.131 17.129 16.779
H 25.233 10.603 16.309
H 26.562 10.309 17.518
H 26.917 10.214 15.861
H 25.233 12.555 15.186
H 26.923 12.317 14.597
H 26.800 14.668 14.594
H 27.449 14.307 16.150
H 25.889 16.814 15.394
H 26.545 16.399 16.976
H 24.597 17.918 17.261
H 24.415 16.360 18.089
H 21.904 16.701 17.771
H 21.255 16.824 16.202
H 22.152 18.222 16.916
C 11.431 16.112 16.036
O 12.629 15.738 15.384
C 12.631 14.429 14.853
C 12.828 13.370 15.933
O 14.111 13.519 16.504
C 14.517 12.456 17.360
C 15.995 12.627 17.581
O 16.699 12.378 16.402
C 18.105 12.272 16.522
H 10.600 16.099 15.318
H 11.632 17.093 16.446
H 11.130 15.454 16.831
H 13.421 14.508 14.119
H 11.696 14.287 14.293
H 12.742 12.430 15.377
H 12.047 13.474 16.690
H 14.325 11.510 16.835
H 13.964 12.435 18.313
H 16.436 12.022 18.400
H 16.150 13.662 17.901
H 18.352 11.473 17.217
H 18.633 13.156 16.910
H 18.486 12.015 15.538
C 19.475 18.633 13.678
O 19.973 18.758 12.362
C 20.910 17.785 12.066
C 21.469 17.860 10.610
O 22.144 19.089 10.246
C 23.521 19.203 10.764
C 24.241 20.572 10.563
O 23.790 21.618 11.395
C 22.585 22.257 10.847
H 18.816 19.475 13.871
H 20.300 18.546 14.405
H 18.839 17.744 13.812
H 20.509 16.806 12.338
H 21.771 17.941 12.767
H 20.666 17.783 9.886
H 22.211 17.030 10.567
H 24.070 18.300 10.551
H 23.391 19.161 11.856
H 23.977 20.880 9.554
H 25.302 20.453 10.759
H 21.778 21.576 11.002
H 22.743 22.449 9.782
H 22.476 23.137 11.466
C 22.756 24.762 15.229
O 22.021 23.582 14.963
C 22.883 22.477 14.711
C 22.004 21.245 14.387
O 21.340 20.598 15.489
C 20.135 21.253 15.937
C 19.745 20.417 17.132
O 18.422 20.737 17.603
C 18.020 19.919 18.662
H 23.214 25.266 14.364
H 23.531 24.541 15.958
H 22.069 25.509 15.624
H 23.595 22.285 15.533
H 23.480 22.638 13.802
H 22.654 20.483 13.947
H 21.245 21.538 13.666
H 19.388 21.255 15.105
H 20.347 22.262 16.298
H 20.451 20.652 17.954
H 19.860 19.337 16.971
H 18.066 18.848 18.398
H 16.971 20.138 18.767
H 18.635 20.121 19.548
C 17.924 17.520 25.147
O 17.884 17.244 23.794
C 17.499 15.917 23.498
C 17.358 15.632 21.946
O 16.203 16.313 21.505
C 15.759 16.003 20.237
C 14.918 17.056 19.523
O 13.717 17.342 20.221
C 13.129 18.590 19.792
H 18.292 18.541 25.209
H 18.631 16.892 25.713
H 16.952 17.399 25.647
H 16.480 15.829 23.909
H 18.200 15.198 23.878
H 17.164 14.540 21.923
H 18.230 15.906 21.339
H 15.172 15.061 20.276
H 16.613 15.869 19.533
H 14.675 16.665 18.542
H 15.445 17.988 19.304
H 12.800 18.485 18.740
H 13.872 19.385 19.832
H 12.351 18.705 20.507
C 15.718 11.246 13.671
C 15.917 10.523 12.326
O 14.792 10.879 11.575
C 13.824 11.288 12.406
O 12.681 11.394 12.067
O 14.330 11.634 13.581
F 15.998 9.139 12.406
H 16.372 12.123 13.748
H 15.841 10.555 14.501
H 16.816 10.795 11.770
C 12.397 20.766 14.616
C 12.690 19.625 13.685
O 11.448 19.356 13.151
C 10.512 19.694 14.042
O 9.354 19.288 13.838
O 11.006 20.438 15.049
F 13.209 18.557 14.374
H 12.304 21.746 14.165
H 12.979 20.759 15.529
H 13.360 19.919 12.885
C 15.759 16.290 15.918
C 16.685 15.359 15.135
O 17.922 15.387 15.750
C 17.910 16.348 16.691
O 18.899 16.655 17.317
O 16.732 16.968 16.789
F 16.734 15.754 13.833
H 14.971 15.816 16.506
H 15.265 17.058 15.344
H 16.285 14.359 15.224



Record 2
161
Properties=species:S:1:pos:R:3 method="wB97M-V/def2-TZVPD" total_charge=+1 e_tot_ev=-84010.0358 fmax_ev_per_a=4.21
C 1.350 -3.489 2.235
C 0.965 -2.326 1.339
C 1.910 -2.142 0.142
C 2.630 -0.764 0.129
C 2.404 0.023 -1.175
C 1.340 1.125 -1.084
C 0.177 0.805 -0.137
C 0.300 1.547 1.210
C -0.375 2.918 1.135
C -1.854 2.877 1.562
C -2.757 3.169 0.367
C -4.265 3.258 0.707
O -4.446 2.757 2.030
C -5.560 1.927 2.157
C -5.405 0.634 1.334
C -4.425 -0.257 2.107
C -3.461 -1.153 1.336
C -6.830 0.066 1.241
C -6.953 -1.451 1.061
C -8.071 -1.831 0.046
C -7.615 -2.876 -0.987
N -7.986 -4.233 -0.557
C -9.134 -4.757 -1.223
N -9.250 -4.731 -2.477
N -10.154 -5.293 -0.376
N -4.880 1.050 -0.040
C -5.420 0.214 -1.158
O -6.469 0.499 -1.685
N -4.619 -0.883 -1.516
C -4.618 -1.124 -2.926
O -5.518 -1.598 -3.596
F -3.423 -0.765 -3.424
C -5.098 2.509 -0.325
C -4.643 2.881 -1.743
C -5.783 3.196 -2.729
C -5.712 2.373 -4.006
F -4.401 2.135 -4.362
H 1.304 -4.415 1.674
H 0.662 -3.565 3.067
H 2.359 -3.381 2.614
H 0.910 -1.411 1.921
H -0.044 -2.505 0.965
H 2.668 -2.916 0.158
H 1.388 -2.221 -0.804
H 3.692 -0.972 0.203
H 2.371 -0.178 1.000
H 3.339 0.486 -1.469
H 2.119 -0.649 -1.976
H 0.930 1.293 -2.074
H 1.781 2.073 -0.786
H -0.739 1.167 -0.602
H 0.081 -0.260 0.032
H 1.345 1.668 1.465
H -0.150 0.963 2.006
H 0.148 3.573 1.825
H -0.265 3.363 0.152
H -2.046 1.891 1.963
H -2.017 3.615 2.334
H -2.409 4.099 -0.063
H -2.575 2.376 -0.359
H -4.546 4.306 0.683
H -6.501 2.436 1.954
H -5.604 1.601 3.188
H -4.968 -0.862 2.819
H -3.804 0.402 2.705
H -3.931 -1.880 0.689
H -2.845 -1.703 2.033
H -2.758 -0.549 0.755
H -7.410 0.607 0.505
H -7.273 0.325 2.196
H -6.047 -1.914 0.695
H -7.224 -1.926 1.992
H -8.909 -2.260 0.574
H -8.381 -0.959 -0.517
H -8.049 -2.645 -1.951
H -6.537 -2.847 -1.122
H -7.208 -4.870 -0.626
H -10.135 -5.163 -2.727
H -10.827 -4.583 -0.133
H -9.728 -5.654 0.465
H -3.861 0.952 -0.086
H -3.655 -0.732 -1.233
H -6.152 2.730 -0.278
H -3.985 2.127 -2.166
H -4.036 3.773 -1.699
H -5.742 4.241 -3.000
H -6.763 3.027 -2.294
H -6.180 2.930 -4.811
H -6.253 1.438 -3.932
C 6.061 -6.975 -3.573
O 7.117 -6.035 -3.592
C 7.063 -5.113 -4.674
C 6.769 -3.714 -4.178
N 5.402 -3.604 -3.682
C 5.112 -2.356 -2.983
C 5.859 -2.074 -1.685
O 5.514 -2.941 -0.621
C 6.220 -4.172 -0.586
H 6.293 -7.712 -2.806
H 5.102 -6.506 -3.326
H 5.971 -7.489 -4.534
H 6.330 -5.424 -5.423
H 8.048 -5.113 -5.148
H 6.906 -3.007 -5.001
H 7.510 -3.478 -3.402
H 5.220 -4.375 -3.054
H 4.043 -2.365 -2.748
H 5.276 -1.524 -3.675
H 5.561 -1.075 -1.351
H 6.946 -2.043 -1.824
H 7.235 -4.073 -0.978
H 5.685 -4.953 -1.134
H 6.279 -4.484 0.457
C 7.768 -2.631 2.070
O 7.301 -3.842 2.636
C 8.297 -4.852 2.756
C 8.626 -5.120 4.207
N 9.334 -3.995 4.803
C 9.494 -4.078 6.253
C 8.236 -4.057 7.115
O 7.537 -2.826 7.096
C 6.616 -2.664 6.035
H 6.902 -1.998 1.882
H 8.447 -2.102 2.747
H 8.277 -2.811 1.118
H 9.196 -4.588 2.193
H 7.883 -5.766 2.319
H 9.258 -6.011 4.270
H 7.682 -5.337 4.725
H 8.836 -3.143 4.583
H 10.114 -3.231 6.555
H 10.062 -4.983 6.487
H 8.553 -4.199 8.151
H 7.556 -4.885 6.884
H 6.168 -3.615 5.734
H 7.081 -2.188 5.167
H 5.822 -2.003 6.386
C 0.597 6.325 -0.436
O -0.822 6.366 -0.453
C -1.389 7.273 0.487
C -2.049 8.443 -0.210
N -1.059 9.312 -0.828
C -1.616 10.345 -1.700
C -2.359 9.902 -2.956
O -1.539 9.290 -3.932
C -1.323 7.903 -3.771
H 0.907 5.497 -1.072
H 1.036 7.247 -0.828
H 0.969 6.147 0.577
H -0.640 7.618 1.203
H -2.157 6.723 1.044
H -2.617 9.019 0.525
H -2.760 8.034 -0.944
H -0.418 8.747 -1.368
H -0.784 10.977 -2.016
H -2.283 10.977 -1.104
H -2.756 10.803 -3.429
H -3.223 9.265 -2.729
H -2.185 7.407 -3.315
H -0.427 7.700 -3.177
H -1.162 7.476 -4.761